25
Properties=species:S:1:pos:R:3:lowdin_charge:R:1 method="wB97M-V/def2-TZVPD" orbital_gap_ev=8.036 e_lumo_ev=0.685 smiles=Cn1cc(Cl)cc1C(C)(C)C energy_ha=-866.2186 de_lowest_ev=0.000
H 0.82 -0.09 -3.22 0.093
H -1.01 -0.65 2.40 0.085
C -1.45 -0.18 -2.20 -0.148
H 0.75 2.20 0.61 0.092
H 1.85 1.52 1.81 0.082
H 1.41 -1.23 -2.00 0.096
H 2.13 1.21 0.11 0.064
C 1.33 -1.18 1.08 -0.041
C -0.35 0.21 2.28 -0.066
H -0.95 1.11 2.26 0.086
C -0.48 0.00 -0.16 -0.076
H 1.97 -1.12 1.95 0.084
H 1.96 -1.30 0.20 0.064
C 0.97 -0.24 -2.15 -0.003
C -2.24 0.05 -0.06 0.033
C 0.46 0.09 0.98 -0.568
H -2.80 0.16 0.84 0.063
N -0.30 -0.13 -1.48 -0.134
C -2.56 -0.07 -1.37 -0.765
H -1.43 -0.30 -3.26 0.108
H 0.33 0.25 3.13 0.085
H 0.70 -2.06 1.18 0.091
C 1.36 1.33 0.86 -0.043
H 1.67 0.51 -1.79 0.084
Cl -4.17 -0.09 -2.02 0.637

---

6
Properties=species:S:1:pos:R:3:lowdin_charge:R:1 method="wB97M-V/def2-TZVPD" orbital_gap_ev="5.355 / 7.536" total_charge=-1 e_lumo_ev="3.679 / 4.473" energy_ha=-604.4963 de_lowest_ev=4.275
O -3.27 0.00 -0.37 -0.863
O 0.63 0.16 -0.18 -0.436
N 1.27 1.22 0.09 -0.193
S -1.88 0.39 0.27 0.595
H -1.81 1.86 0.16 -0.116
H 1.85 1.56 -0.83 0.013

---

13
Properties=species:S:1:pos:R:3:lowdin_charge:R:1 method="wB97M-V/def2-TZVPD" orbital_gap_ev=10.743 e_lumo_ev=1.005 smiles="C[C@H]1COC=N1" energy_ha=-286.5846 de_lowest_ev=1.280
H 0.62 1.86 -0.78 0.122
H -1.68 -1.68 -0.20 0.077
H 2.76 -0.88 0.03 0.134
H -0.39 1.81 0.69 0.131
H -2.28 -0.17 0.50 0.075
N 0.83 -0.91 -0.72 0.096
O 1.58 0.77 0.63 -0.049
H -1.02 -1.12 1.33 0.081
H -0.81 0.30 -1.38 0.130
C 1.78 -0.41 -0.04 -0.226
C 0.31 1.23 0.06 -0.115
C -0.33 -0.04 -0.47 -0.398
C -1.38 -0.78 0.36 -0.057